Density functional theory data (ωB97M-V with the def2-TZVPD basis set) for a structure of composition C27H34Cl2N5O3V at a distorted geometry.

XYZ file:
```
72
Properties=species:S:1:pos:R:3
O 0.041 0.203 -1.955
C -0.809 0.340 -3.059
C -0.468 1.643 -3.808
C 0.378 2.599 -3.253
H 0.810 2.413 -2.261
C 0.630 3.800 -3.930
H 1.306 4.524 -3.478
C 0.006 4.053 -5.156
H 0.181 5.002 -5.670
C -0.850 3.092 -5.720
H -1.346 3.287 -6.671
C -1.071 1.884 -5.056
H -1.738 1.116 -5.471
H -0.669 -0.474 -3.798
C -2.786 -1.109 -2.282
C -2.264 0.248 -2.607
H -3.880 -1.123 -2.268
H -2.446 -1.407 -1.287
H -2.423 -1.849 -3.004
C -2.903 1.384 -2.314
C -4.193 1.474 -1.575
H -2.417 2.340 -2.521
H -4.934 1.969 -2.213
H -4.068 2.095 -0.683
H -4.611 0.518 -1.257
V -0.122 0.195 -0.083
Cl 0.696 2.265 0.265
Cl -2.198 0.538 0.717
H 4.666 1.309 -2.939
H 4.955 1.699 -0.305
C 3.600 1.369 -2.682
C 3.869 1.578 -0.213
N 3.362 0.843 -1.355
H 3.024 0.778 -3.401
C 2.688 -0.311 -1.227
O 2.032 -0.634 -0.204
H 3.624 1.042 0.708
H 2.735 -0.964 -2.113
H 3.276 2.415 -2.735
H 3.405 2.569 -0.185
H -0.551 -5.356 0.386
H 1.284 -5.761 -1.508
C -1.029 -4.765 -0.407
C 0.772 -4.993 -2.100
N -0.017 -4.131 -1.239
H -1.686 -4.013 0.033
C 0.187 -2.804 -1.198
O -0.460 -2.045 -0.449
H 1.512 -4.386 -2.632
H 0.965 -2.449 -1.903
H -1.608 -5.457 -1.030
H 0.119 -5.491 -2.826
N -0.076 1.354 10.668
C -0.089 1.054 9.538
C -0.095 0.695 8.142
C -1.198 0.980 7.323
C -1.142 0.723 5.947
C -0.024 0.054 5.447
C 1.048 -0.319 6.261
C 1.021 0.030 7.616
N 0.045 -0.359 4.086
C 0.445 -1.644 3.673
C 0.577 -1.601 2.319
N 0.284 -0.308 1.874
C -0.021 0.413 2.963
H -2.091 1.409 7.772
H -1.973 0.983 5.292
H 1.907 -0.845 5.832
H 1.876 -0.238 8.246
H 0.545 -2.475 4.336
H 0.752 -2.401 1.622
H -0.365 1.434 2.963
```

Computed properties:
* relative energy (zero: lowest compared OMol25 entry of this formula, charge and spin): 11.36 kcal/mol
* 2S+1: 3
* E_LUMO (spin up / spin down): -0.0066 / -0.0069 Ha
* highest occupied orbital energy (spin up / spin down): -7.694 / -7.835 eV

Results of the Mulliken charge analysis, in e, for atoms 1 through 4: atom 1 (O): 0.55, atom 2 (C): 0.46, atom 3 (C): -0.74, atom 4 (C): 0.56

***

Density functional theory data (ωB97M-V with the def2-TZVPD basis set) for a structure of composition C27H34ClIIrN6O2 at a distorted geometry.

XYZ file:
```
72
Properties=species:S:1:pos:R:3
Ir 1.324 0.329 -0.606
C 4.019 1.820 2.443
N 2.601 1.636 2.205
C 1.974 2.700 1.460
C 2.002 0.448 2.392
N 1.051 0.008 1.567
C 0.073 -0.831 2.056
C -0.503 -0.501 3.283
C -1.285 -1.406 3.988
C -1.433 -2.683 3.508
C -0.952 -3.030 2.229
C -1.122 -4.347 1.753
C -0.698 -4.696 0.496
C -0.228 -3.711 -0.364
C -0.098 -2.385 0.044
N 0.116 -1.448 -0.957
C -0.703 -1.457 -2.010
N -1.999 -1.851 -1.903
C -2.782 -1.687 -0.702
C -2.641 -2.609 -2.955
N -0.294 -1.061 -3.226
C 1.087 -1.102 -3.646
C -1.168 -0.298 -4.091
C -0.301 -2.053 1.417
N 2.461 -0.317 3.416
C 2.408 -1.759 3.401
C 2.867 0.249 4.683
H 4.486 2.190 1.527
H 4.482 0.871 2.693
H 4.205 2.538 3.242
H 2.165 3.643 1.972
H 0.898 2.543 1.405
H 2.385 2.774 0.447
H -0.292 0.470 3.706
H -1.717 -1.118 4.933
H -1.942 -3.433 4.089
H -1.591 -5.076 2.396
H -0.778 -5.714 0.148
H 0.009 -3.957 -1.388
H -2.362 -0.895 -0.087
H -2.842 -2.610 -0.119
H -3.793 -1.402 -0.994
H -1.910 -2.919 -3.698
H -3.434 -2.040 -3.444
H -3.084 -3.505 -2.514
H 1.660 -1.748 -2.986
H 1.519 -0.100 -3.656
H 1.127 -1.509 -4.657
H -1.374 -0.822 -5.023
H -0.678 0.650 -4.313
H -2.100 -0.080 -3.581
H 2.320 -2.122 2.380
H 1.579 -2.149 3.998
H 3.340 -2.137 3.823
H 2.741 1.327 4.680
H 3.907 0.006 4.908
H 2.237 -0.170 5.473
Cl -3.391 6.976 -3.645
C -2.486 5.629 -3.069
C -2.548 5.276 -1.726
C -1.802 4.207 -1.274
C -0.996 3.485 -2.151
C -0.942 3.846 -3.496
C -1.689 4.912 -3.956
C -0.213 2.343 -1.634
O -0.362 1.968 -0.439
O 0.609 1.741 -2.371
H -3.172 5.832 -1.046
H -1.823 3.920 -0.233
H -0.303 3.298 -4.170
H -1.656 5.192 -4.995
I 3.835 -0.090 -1.036
```

Computed properties:
* net charge: +1
* 2S+1: 5
* E_LUMO (spin up / spin down): -0.0887 / -0.1780 Ha
* highest occupied orbital energy (spin up / spin down): -10.251 / -10.259 eV

Results of the Mulliken charge analysis, in e, for atoms 1 through 4: atom 1 (Ir): 3.10, atom 2 (C): -1.31, atom 3 (N): 0.21, atom 4 (C): -1.52

***

Density functional theory data (ωB97M-V with the def2-TZVPD basis set) for a structure of composition C27H34HoI2N5OPSi at a distorted geometry.

XYZ file:
```
72
Properties=species:S:1:pos:R:3
Ho -0.416 -0.190 0.912
I 4.285 1.317 6.648
C 2.882 0.921 5.146
C 2.511 -0.464 4.942
C 2.004 -0.855 3.733
I 1.357 -2.813 3.382
C 1.779 0.069 2.738
O 1.597 -0.299 1.464
C 1.788 1.451 3.089
C 1.214 2.382 2.038
N -0.206 2.092 1.641
C -1.127 2.377 2.821
C -2.030 1.228 3.137
C -3.206 1.537 3.800
C -4.055 0.572 4.217
C -3.598 -0.779 4.132
C -2.405 -1.065 3.459
N -1.625 -0.083 2.930
C 2.385 1.878 4.281
H 2.645 -1.173 5.689
H 1.197 3.456 2.301
H 1.851 2.307 1.191
H -0.487 2.856 0.908
H -0.508 2.643 3.736
H -1.776 3.291 2.613
H -3.458 2.575 3.898
H -5.049 0.797 4.664
H -4.192 -1.569 4.579
H -2.132 -2.133 3.225
H 2.339 2.872 4.613
C 2.003 2.120 -4.503
N 2.230 2.792 -3.255
C 3.632 2.600 -2.810
N 3.883 1.144 -2.575
C 3.633 0.447 -3.859
N 2.239 0.640 -4.398
C 1.252 -0.040 -3.585
P 1.299 0.783 -1.878
C 1.162 2.656 -2.215
C 3.106 0.655 -1.492
H 2.805 2.475 -5.106
H 0.979 2.233 -4.902
H 3.811 3.145 -1.875
H 4.332 2.906 -3.572
H 3.771 -0.626 -3.623
H 4.283 0.849 -4.667
H 1.374 -1.113 -3.472
H 0.267 0.103 -4.016
H 1.460 3.152 -1.313
H 0.216 3.032 -2.595
H 3.313 -0.403 -1.230
H 3.372 1.189 -0.532
C -3.568 -0.363 -1.689
Si -2.643 -1.546 -0.465
C -3.986 -2.417 0.482
C -2.035 -2.883 -1.679
C -1.741 -4.198 -1.241
C -1.018 -5.084 -2.077
C -0.724 -4.713 -3.385
C -1.013 -3.416 -3.855
C -1.593 -2.481 -2.976
H -4.107 -1.134 -2.304
H -2.847 0.298 -2.209
H -4.244 0.320 -1.125
H -4.738 -2.877 -0.152
H -4.523 -1.751 1.199
H -3.503 -3.192 1.126
H -1.987 -4.412 -0.195
H -0.704 -6.108 -1.723
H -0.266 -5.375 -4.053
H -0.723 -3.083 -4.827
H -2.021 -1.524 -3.309
```

Computed properties:
* net charge: +1
* 2S+1: 5
* E_LUMO (spin up / spin down): -0.1240 / -0.1238 Ha
* highest occupied orbital energy (spin up / spin down): -9.676 / -9.622 eV

Results of the Mulliken charge analysis, in e, for atoms 1 through 4: atom 1 (Ho): 0.42, atom 2 (I): 0.12, atom 3 (C): -0.49, atom 4 (C): -0.50

***

Density functional theory data (ωB97M-V with the def2-TZVPD basis set) for the molecule C27H34N2O3.

XYZ file:
```
66
Properties=species:S:1:pos:R:3
C 6.044 1.612 -1.590
H 5.986 2.537 -2.160
O 5.125 0.725 -2.192
C 5.191 -0.597 -1.731
C 4.658 -0.792 -0.296
N 3.351 -0.197 -0.130
C 3.264 0.995 0.505
O 4.216 1.523 1.056
C 1.916 1.649 0.512
C 1.413 2.245 -0.640
C 0.181 2.866 -0.611
C -0.569 2.917 0.565
C -0.041 2.352 1.725
C 1.192 1.731 1.697
H 1.603 1.302 2.599
H -0.589 2.385 2.654
C -1.897 3.585 0.511
O -2.379 3.943 -0.539
C -2.609 3.799 1.825
H -3.524 4.359 1.649
H -2.857 2.839 2.274
H -1.974 4.352 2.512
H -0.230 3.324 -1.499
H 1.995 2.227 -1.551
C 2.207 -0.858 -0.724
H 2.578 -1.662 -1.363
H 1.663 -0.155 -1.360
C 1.247 -1.437 0.328
C 1.679 -2.816 0.826
C 0.660 -3.328 1.840
C -0.748 -3.300 1.246
N -1.064 -1.947 0.834
C -0.174 -1.537 -0.231
H -0.488 -0.563 -0.612
H -0.174 -2.253 -1.075
C -2.471 -1.670 0.644
C -2.792 -0.161 0.754
C -3.957 0.035 -0.167
C -4.785 1.133 -0.286
C -5.813 1.100 -1.217
C -6.006 -0.016 -2.014
C -5.170 -1.117 -1.900
C -4.146 -1.084 -0.974
C -3.117 -2.134 -0.689
H -3.547 -3.133 -0.611
H -2.377 -2.150 -1.494
H -5.319 -1.986 -2.525
H -6.813 -0.029 -2.732
H -6.468 1.952 -1.320
H -4.635 2.008 0.329
H -3.022 0.120 1.783
H -1.944 0.448 0.432
H -2.994 -2.177 1.463
H -1.468 -3.616 2.004
H -0.804 -4.010 0.401
H 0.677 -2.686 2.722
H 0.908 -4.345 2.148
H 2.668 -2.760 1.287
H 1.734 -3.508 -0.019
H 1.210 -0.760 1.184
H 5.323 -0.303 0.419
H 4.616 -1.862 -0.075
H 4.581 -1.168 -2.437
H 6.224 -0.975 -1.771
H 5.791 1.817 -0.546
H 7.064 1.213 -1.646
```

Computed properties:
* SMILES: COCCN(C[C@@H]1CCCN(C2Cc3ccccc3C2)C1)C(=O)c1ccc(C(C)=O)cc1
* relative energy (zero: lowest compared OMol25 entry of this formula, charge and spin): 37.12 kcal/mol
* E_LUMO: 0.0034 Ha
* highest occupied orbital energy: -8.507 eV

Results of the Mulliken charge analysis, in e, for atoms 1 through 4: atom 1 (C): -0.64, atom 2 (H): 0.22, atom 3 (O): -0.34, atom 4 (C): -0.53

***

Density functional theory data (ωB97M-V with the def2-TZVPD basis set) for a structure of composition C27H35BBiF6N13O4S4.

XYZ file:
```
91
Properties=species:S:1:pos:R:3
Bi -0.370 0.201 0.483
C 0.493 -2.467 -0.981
N -0.010 -2.252 0.410
C 0.994 -2.796 1.342
C -1.313 -2.892 0.516
C -1.490 -4.175 1.003
C -2.747 -4.765 0.980
C -3.818 -4.067 0.439
C -3.651 -2.782 -0.047
C -2.397 -2.159 0.002
N -2.173 -0.853 -0.352
C -2.933 -0.205 -1.339
C -3.090 -0.754 -2.608
C -3.730 -0.048 -3.616
C -4.212 1.228 -3.367
C -4.088 1.776 -2.097
C -3.466 1.068 -1.076
N -3.356 1.566 0.261
C -4.346 0.886 1.109
C -3.492 3.008 0.404
H 0.501 -3.540 -1.187
H -0.161 -1.967 -1.693
H 1.502 -2.080 -1.061
H 1.161 -3.856 1.142
H 1.939 -2.286 1.176
H 0.665 -2.656 2.371
H -0.653 -4.732 1.401
H -2.879 -5.768 1.365
H -4.798 -4.526 0.402
H -4.489 -2.235 -0.460
H -2.681 -1.739 -2.804
H -3.840 -0.493 -4.598
H -4.695 1.795 -4.152
H -4.484 2.764 -1.905
H -5.362 1.059 0.728
H -4.146 -0.184 1.132
H -4.280 1.268 2.126
H -4.517 3.361 0.221
H -3.222 3.279 1.426
H -2.816 3.516 -0.280
C -2.168 -2.369 3.776
N -1.051 -1.575 4.265
C -0.190 -1.960 5.268
C 0.580 -0.884 5.550
N 0.187 0.154 4.742
B 0.763 1.602 4.928
N 1.140 2.281 3.571
C 1.119 3.648 3.438
C 1.680 3.967 2.248
N 2.033 2.781 1.648
C 2.737 2.651 0.377
C 1.707 1.760 2.474
S 1.933 0.091 2.099
C -0.804 -0.280 3.963
S -1.674 0.612 2.761
H -1.911 -3.422 3.860
H -2.365 -2.133 2.734
H -3.060 -2.158 4.365
H -0.205 -2.954 5.679
H 1.387 -0.764 6.250
H -0.073 2.299 5.449
H 1.753 1.480 5.604
H 0.707 4.275 4.208
H 1.864 4.917 1.780
H 3.098 3.637 0.092
H 2.074 2.264 -0.394
H 3.580 1.974 0.493
F 5.319 -2.169 -2.798
C 5.873 -1.558 -1.753
F 6.480 -2.471 -0.994
F 6.784 -0.693 -2.194
S 4.589 -0.692 -0.756
O 3.666 -1.728 -0.372
O 5.324 0.015 0.245
N 3.990 0.322 -1.812
S 2.603 0.093 -2.491
O 2.444 -1.081 -3.296
O 1.491 0.446 -1.626
C 2.682 1.499 -3.676
F 1.572 1.471 -4.436
F 2.709 2.671 -3.038
F 3.735 1.412 -4.473
N -1.209 2.740 -4.628
N -0.775 3.016 -3.340
N -0.341 4.201 -2.983
C -0.133 4.007 -1.686
N -0.452 2.766 -1.300
N -0.855 2.142 -2.385
H -0.414 2.874 -5.246
H -1.468 1.757 -4.622
H 0.246 4.770 -1.029
```

Computed properties:
* relative energy (zero: lowest compared OMol25 entry of this formula, charge and spin): 15.37 kcal/mol
* E_LUMO: -0.0061 Ha
* highest occupied orbital energy: -7.597 eV

Results of the Mulliken charge analysis, in e, for atoms 1 through 4: atom 1 (Bi): 1.91, atom 2 (C): -0.68, atom 3 (N): 1.74, atom 4 (C): -1.26

***

Density functional theory data (ωB97M-V with the def2-TZVPD basis set) for a structure of composition C27H35Cl3GeN2RuTe at a distorted geometry.

XYZ file:
```
70
Properties=species:S:1:pos:R:3
Ru 1.046 1.181 -0.528
C -2.115 -4.106 2.956
C -2.872 -3.167 2.018
C -4.012 -2.483 2.792
C -3.446 -3.977 0.843
C -1.973 -2.087 1.452
C -2.479 -1.128 0.564
C -1.660 -0.156 0.053
N -0.349 -0.060 0.359
C 0.161 -0.976 1.219
C -0.619 -1.978 1.765
C 1.599 -0.835 1.491
C 2.297 -1.618 2.380
C 3.673 -1.446 2.578
C 4.278 -0.442 1.825
C 3.535 0.317 0.947
N 2.215 0.143 0.775
C 4.425 -2.335 3.550
C 3.778 -2.197 4.939
C 5.900 -1.950 3.640
C 4.297 -3.786 3.055
H -2.804 -4.862 3.332
H -1.711 -3.582 3.825
H -1.306 -4.634 2.448
H -4.661 -3.247 3.217
H -4.627 -1.853 2.149
H -3.632 -1.873 3.613
H -4.082 -4.767 1.240
H -2.658 -4.446 0.253
H -4.059 -3.365 0.182
H -3.519 -1.136 0.272
H -2.058 0.594 -0.617
H -0.170 -2.692 2.435
H 1.776 -2.383 2.934
H 5.335 -0.240 1.906
H 4.015 1.068 0.339
H 3.817 -1.168 5.299
H 4.325 -2.820 5.645
H 2.740 -2.530 4.949
H 6.037 -0.929 4.000
H 6.415 -2.061 2.685
H 6.393 -2.613 4.349
H 3.262 -4.127 3.035
H 4.843 -4.441 3.734
H 4.722 -3.910 2.059
Cl 2.823 1.795 -1.912
Ge 2.111 3.264 -0.052
Cl 3.914 3.737 0.860
Cl 1.509 4.991 -1.109
C -3.498 4.891 -7.121
C -2.806 4.330 -5.949
C -1.687 3.490 -6.050
C -1.074 3.000 -4.931
C 0.135 2.142 -5.070
C -1.620 3.356 -3.617
Te -0.706 2.623 -1.942
C -2.734 4.214 -3.474
C -3.357 4.689 -2.197
C -3.298 4.659 -4.648
H -3.045 4.582 -8.059
H -3.497 5.986 -7.061
H -4.552 4.588 -7.109
H -1.290 3.225 -7.021
H 0.372 1.963 -6.115
H -0.004 1.178 -4.573
H 0.998 2.618 -4.595
H -2.891 4.280 -1.303
H -4.415 4.430 -2.181
H -3.291 5.776 -2.143
H -4.170 5.301 -4.584
```

Computed properties:
* net charge: +3
* 2S+1: 2
* E_LUMO (spin up / spin down): -0.4415 / -0.4228 Ha
* highest occupied orbital energy (spin up / spin down): -17.417 / -17.420 eV

Results of the Mulliken charge analysis, in e, for atoms 1 through 4: atom 1 (Ru): 0.32, atom 2 (C): -2.05, atom 3 (C): 1.81, atom 4 (C): -1.53

***

no.,energy (a.u.)
1,-3413.2631
2,-2390.2755
3,-3572.3120
4,-1384.4970
5,-4494.1131
6,-4978.8539